Here is a structure of composition C14H33LiN2O6 from the OMol25 dataset. Energies are from the ωB97M-V functional and the def2-TZVPD basis.

Results
E   -30521.51960 eV
E_HOMO   -7.7 eV
E_LUMO   0.43 eV
2S+1   1

Geometry (Å):
Li1 -0.96 1.18 1.09
C1 -1.22 5.14 1.15
C2 -0.87 3.67 1.18
O1 -0.16 3.05 0.36
O2 -1.39 2.94 2.01
H1 -0.41 5.84 1.33
H2 -2.02 5.43 1.83
H3 -1.69 5.33 0.18
C3 5.13 -1.54 0.72
O3 4.22 -0.46 0.99
C4 2.88 -0.84 0.72
C5 1.82 0.21 1.19
N1 0.51 -0.14 0.60
C6 -0.11 -1.33 1.08
C7 -0.45 -1.28 2.60
O4 -1.02 -0.03 3.03
C8 -1.16 0.22 4.34
H4 5.16 -2.29 1.52
H5 6.14 -1.13 0.77
H6 4.94 -1.94 -0.27
H7 2.69 -1.81 1.17
H8 2.61 -1.04 -0.31
H9 2.18 1.14 0.76
H10 1.77 0.36 2.27
H11 0.41 -0.01 -0.40
H12 0.49 -2.24 0.95
H13 -0.97 -1.38 0.42
H14 0.57 -1.35 2.99
H15 -1.07 -2.13 2.88
H16 -1.55 1.24 4.29
H17 -0.21 0.16 4.86
H18 -1.76 -0.49 4.91
C9 1.25 -3.23 -4.38
O5 0.61 -1.99 -4.13
C10 1.02 -1.34 -2.94
C11 0.33 0.01 -2.65
N2 -0.96 -0.31 -1.99
C12 -1.79 0.89 -2.21
C13 -3.14 0.61 -1.45
O6 -2.76 0.60 -0.04
C14 -3.71 0.07 0.78
H19 1.00 -3.87 -3.54
H20 2.34 -3.17 -4.42
H21 1.02 -3.67 -5.35
H22 1.97 -0.97 -3.32
H23 1.21 -1.88 -2.01
H24 0.13 0.45 -3.63
H25 1.00 0.66 -2.08
H26 -1.38 -1.05 -2.53
H27 -2.07 1.20 -3.22
H28 -1.39 1.82 -1.82
H29 -3.53 -0.35 -1.78
H30 -3.91 1.34 -1.70
H31 -4.21 -0.81 0.39
H32 -4.38 0.85 1.15
H33 -3.19 -0.34 1.65

Löwdin population analysis, charges in e, atoms 1 to 6:
1. Li 0.6172
2. C -0.0112
3. C -0.7910
4. O -0.1097
5. O -0.0844
6. H 0.0722